(1)
{"formula": "C5H13NO", "method": "ωB97M-V/def2-TZVPD", "symbols": ["O", "N", "C", "C", "C", "C", "C", "H", "H", "H", "H", "H", "H", "H", "H", "H", "H", "H", "H", "H"], "coordinates": [[-0.19, -0.58, -3.01], [0.88, 0.48, 1.57], [0.32, -0.55, 0.71], [0.58, -0.18, -0.79], [-1.46, 0.95, -1.80], [-0.66, -0.35, -1.66], [0.99, 0.13, 2.99], [0.86, -0.96, 3.11], [1.37, -0.87, -1.09], [-2.45, 0.72, -2.18], [-1.60, 1.30, -0.78], [-0.92, 1.65, -2.44], [0.70, -1.54, 0.94], [1.95, 0.28, 3.47], [0.21, 0.57, 3.62], [0.95, 0.83, -0.74], [-0.77, -0.58, 0.90], [0.41, 1.35, 1.57], [-1.27, -1.14, -1.22], [0.08, -1.51, -3.17]], "mulliken_charge": [-0.546, -0.379, -0.513, -0.555, -1.288, 0.135, -0.861, 0.289, 0.196, 0.335, 0.325, 0.349, 0.383, 0.282, 0.283, 0.354, 0.288, 0.240, 0.372, 0.310], "de_lowest_kcal_mol": 36.7, "smiles": "CNCC[C@@H](C)O", "homo_energy_ev": -8.603, "homo_lumo_gap_ev": 9.55, "molar_mass_g_mol": 103.16}

---

(2)
{"formula": "C55H79N9O4P4Ru", "method": "ωB97M-V/def2-TZVPD", "symbols": ["Ru", "P", "P", "P", "P", "O", "O", "O", "O", "N", "N", "N", "N", "N", "N", "N", "N", "N", "C", "C", "C", "C", "C", "C", "C", "C", "C", "C", "C", "C", "C", "C", "C", "C", "C", "C", "C", "C", "C", "C", "C", "C", "C", "C", "C", "C", "C", "C", "C", "C", "C", "C", "C", "C", "C", "C", "C", "C", "C", "C", "C", "C", "C", "C", "C", "C", "C", "C", "C", "C", "C", "C", "C", "H", "H", "H", "H", "H", "H", "H", "H", "H", "H", "H", "H", "H", "H", "H", "H", "H", "H", "H", "H", "H", "H", "H", "H", "H", "H", "H", "H", "H", "H", "H", "H", "H", "H", "H", "H", "H", "H", "H", "H", "H", "H", "H", "H", "H", "H", "H", "H", "H", "H", "H", "H", "H", "H", "H", "H", "H", "H", "H", "H", "H", "H", "H", "H", "H", "H", "H", "H", "H", "H", "H", "H", "H", "H", "H", "H", "H", "H", "H"], "coordinates": [[0.00, 0.03, -0.71], [2.58, -0.30, -0.04], [-1.68, -1.23, 2.14], [-1.10, -3.65, 0.53], [-0.70, 2.39, 0.33], [-0.34, -2.73, -0.38], [-1.41, -0.36, 0.94], [2.07, 2.26, 1.16], [-1.79, -2.81, 1.71], [-2.53, -1.99, -3.86], [0.90, -1.38, -2.32], [-2.36, -4.36, -0.24], [-3.54, 0.12, -3.52], [-0.18, -4.77, 1.24], [0.68, 1.41, -2.22], [-0.51, -1.16, 3.26], [-3.16, -0.96, 2.73], [-1.95, -0.63, -2.01], [4.48, -3.82, 0.92], [-0.57, -5.44, 2.48], [-0.41, 4.77, 1.73], [-2.44, 3.65, -3.16], [-2.63, -0.84, -3.13], [0.30, 5.73, 2.43], [5.20, 0.74, -3.72], [-1.23, 5.53, -2.29], [0.42, 1.18, -3.66], [3.69, -4.25, 1.97], [-0.80, 4.76, -1.23], [4.65, 5.06, 2.02], [1.56, 3.43, 1.63], [3.73, 4.08, 2.77], [3.98, 1.38, -1.75], [-3.18, 2.44, 3.56], [2.13, -2.48, 1.52], [4.89, 0.09, 1.55], [-4.49, 0.61, -2.52], [2.95, -1.99, 0.50], [1.63, 5.51, 2.75], [-0.46, -2.03, 4.43], [4.83, -0.58, -3.52], [2.29, 4.34, 2.38], [5.34, 2.11, 2.76], [5.72, 0.84, 2.36], [1.32, 0.11, -4.21], [3.65, 0.60, 1.16], [-2.20, 2.33, 1.36], [3.31, 1.86, 1.60], [0.24, 3.61, 1.30], [4.02, -0.92, -2.44], [-3.84, 0.52, -4.90], [4.12, 2.66, 2.38], [0.48, -0.07, 3.27], [0.68, -5.59, 0.37], [-3.51, -3.51, -0.58], [0.83, -1.25, -3.78], [3.91, 4.28, 4.28], [-3.31, -2.27, -5.07], [4.13, -2.69, 0.20], [-2.00, 2.86, -2.11], [-1.20, 3.42, -1.10], [2.50, -3.58, 2.26], [4.76, 1.73, -2.84], [-4.45, 2.51, 3.00], [-1.87, -3.19, -3.35], [-4.27, -0.97, 1.77], [-2.07, 4.99, -3.25], [-4.59, 2.45, 1.62], [-3.48, 2.35, 0.80], [-2.06, 2.35, 2.75], [3.61, 0.05, -1.53], [-2.75, -5.75, 0.01], [-3.56, -1.39, 4.08], [-3.00, -3.25, -5.44], [-3.20, -2.48, -0.74], [-5.48, 0.18, -2.70], [3.74, -1.96, -2.32], [-0.15, 5.20, -0.49], [5.21, -0.89, 1.24], [4.54, 4.96, 0.94], [-4.25, -3.53, 0.23], [-3.06, 2.49, 4.64], [5.83, 1.01, -4.56], [1.87, -1.43, -2.04], [0.47, -2.25, -2.00], [-3.92, -0.67, 0.79], [-4.15, 0.34, -1.53], [-0.70, -1.49, 5.35], [-4.47, -0.86, 4.34], [2.17, 6.26, 3.31], [-1.08, -6.39, 2.29], [-3.12, -1.56, -5.86], [0.29, 0.63, 4.08], [1.41, -2.04, -4.27], [4.80, -2.34, -0.58], [-2.95, 0.52, -5.51], [-0.19, 6.64, 2.75], [-5.32, 2.63, 3.63], [-4.74, -1.96, 1.72], [-1.23, -4.81, 3.07], [3.30, 3.56, 4.84], [-5.02, -0.26, 2.10], [0.82, -5.09, -0.59], [4.41, 6.09, 2.29], [0.22, 2.27, -1.94], [-3.77, -2.47, 4.12], [-3.50, -5.83, 0.80], [6.02, 2.69, 3.38], [-4.61, -0.08, -5.37], [0.55, -2.43, 4.53], [1.32, 0.16, -5.30], [5.17, -1.35, -4.19], [1.68, 1.53, -2.08], [-3.61, 2.35, -0.27], [5.70, 4.88, 2.28], [3.67, 2.16, -1.05], [-2.80, -1.14, 4.81], [-2.43, 5.60, -4.07], [1.66, -5.72, 0.83], [-3.99, -3.88, -1.49], [0.32, -5.66, 3.07], [-4.23, 1.54, -4.87], [4.95, 4.14, 4.58], [5.05, 2.76, -3.00], [0.25, -6.58, 0.20], [1.88, -3.92, 3.08], [-3.07, 3.23, -3.92], [2.34, 0.27, -3.88], [3.62, 5.28, 4.58], [-0.21, -1.35, -4.09], [-1.53, -1.49, -1.68], [3.99, -5.10, 2.57], [1.20, -1.97, 1.74], [-4.59, 1.70, -2.58], [-2.58, -4.01, -3.35], [1.48, -0.50, 3.41], [-1.15, -2.86, 4.33], [6.68, 0.44, 2.66], [-1.07, 2.33, 3.19], [-5.58, 2.50, 1.18], [-4.38, -2.32, -4.87], [-1.03, -3.48, -3.99], [5.40, -4.34, 0.69], [-1.46, 4.92, 1.51], [0.57, 2.11, -4.21], [0.47, 0.46, 2.32], [-2.26, 1.81, -2.07], [-1.51, -3.08, -2.34], [-0.92, 6.56, -2.36], [-3.17, -6.17, -0.91], [-0.63, 0.90, -3.75], [-1.88, -6.35, 0.27]], "mulliken_charge": [0.900, 2.690, -1.266, -0.750, 3.159, 0.695, 1.683, 0.879, -0.820, 0.613, 1.022, 0.509, 0.893, 0.650, -0.017, 0.552, 1.036, 1.360, -1.016, -1.021, -0.138, -0.655, -0.927, -1.713, -1.026, -1.033, -0.680, -0.920, -0.600, -1.685, -1.371, 1.385, -0.864, -1.038, 0.264, -0.591, -0.903, 1.182, -0.449, -1.312, -1.133, 0.857, -0.249, -1.772, -0.851, -0.143, 0.523, -1.063, -0.394, -0.163, -1.371, 0.878, -1.026, -1.147, -0.828, -0.297, -1.826, -1.287, -1.061, 1.210, -0.454, -0.292, -0.916, -0.769, -1.020, -1.171, -1.006, -0.832, -0.639, -0.268, 1.253, -0.967, -1.080, 0.440, -0.033, 0.508, 0.475, 0.530, 0.624, 0.329, 0.303, 0.534, 0.450, -1.196, 0.017, 0.091, -0.032, 0.451, 0.383, 0.478, 0.384, 0.446, 0.614, 0.556, 0.674, 0.397, 0.453, 0.435, 0.291, 0.169, 0.365, 0.552, 0.262, 0.418, 0.435, 0.249, 0.318, 0.473, 0.300, 0.235, 0.766, 0.503, -0.213, 0.540, 0.438, 0.587, 0.291, 0.448, 0.310, 0.483, 0.366, 0.461, 0.460, 0.568, 0.491, 0.320, 0.376, -0.233, 0.431, 0.035, -1.714, 0.458, -0.844, 0.340, 0.611, 0.578, 0.373, 0.487, 0.548, 0.476, 0.344, 0.350, 0.491, 0.765, 0.607, -0.793, -0.516, 0.203, 0.494, 0.319, -0.023, 0.266], "de_lowest_kcal_mol": 0.0, "homo_energy_ev": [-14.756, -14.757], "s2": 0.759, "homo_lumo_gap_ev": [6.57, 6.50], "molar_mass_g_mol": 1155.26, "total_charge": 3, "spin_multiplicity": 2}